20
Properties=species:S:1:pos:R:3:forces:R:3:mulliken_charge:R:1 method="wB97M-V/def2-TZVPD" homo_ha=-0.1013 de_lowest_kcal_mol=90.81 molar_mass_g_mol=118.16 charge=-1 homo_lumo_gap_ev=6.7
C -0.982254 1.370111 -0.787906 0.8339 -1.0234 0.2963 -0.337
O -1.660518 2.211900 -0.039585 -0.2074 0.4328 0.0215 -0.854
C -0.476548 0.096458 0.160812 -2.0259 0.6399 0.0108 -0.292
C 0.600851 -0.916852 -0.186982 0.8308 0.4766 -0.9927 -0.353
C 0.756197 -1.140493 -1.690554 -1.4467 0.1894 0.9773 -0.193
C -0.296749 -1.475049 -2.426466 0.8430 0.7671 -1.6686 -0.827
N -0.304524 0.538978 1.551525 1.2043 -0.9769 -0.3213 -0.446
H -0.106256 1.789330 -1.361697 0.1472 0.0295 0.1226 0.155
H -1.582407 0.820942 -1.560757 0.0634 0.1973 -0.2048 0.123
H -1.459860 -0.382548 0.114429 0.1733 -0.6165 0.3891 0.133
H 1.580717 -0.559410 0.144274 -0.0544 0.0969 0.3516 0.237
H 0.414100 -1.858996 0.333468 0.0309 -0.0148 0.0057 0.259
H 1.676205 -0.814647 -2.142012 0.4288 -0.5136 -0.2573 0.322
H -1.312900 -1.380786 -2.142990 -0.7328 -0.5900 1.0625 0.361
H -0.238292 -1.501111 -3.514907 0.3792 -0.1323 0.0373 0.196
H 0.272461 1.362481 1.457355 -0.3588 0.6322 0.3549 0.325
H -1.184994 0.778704 1.972946 -0.1322 0.5700 -0.3763 0.208
H 1.698337 0.058974 2.732667 -0.0077 -0.3522 0.1387 0.372
H 0.904504 0.774064 3.698824 -0.0027 -0.1684 0.3101 0.334
O 1.701926 0.227956 3.687555 0.0339 0.3564 -0.2573 -0.723

71
Properties=species:S:1:pos:R:3:forces:R:3:mulliken_charge:R:1 method="wB97M-V/def2-TZVPD" homo_ha=-0.3998 molar_mass_g_mol=451.57 charge=+1 homo_lumo_gap_ev=6.1
C -3.097193 4.173598 1.510354 2.9154 -7.5465 -6.1644 -0.418
C -2.830006 3.138866 0.567045 -1.3951 6.4606 6.5818 -0.028
C -2.593343 1.897342 -0.484362 -0.6003 1.1568 0.1481 -0.607
C -1.342672 0.917626 -0.034438 3.3515 -2.0962 1.0750 0.273
C 0.216800 1.395040 -0.403716 -2.3761 -2.5930 1.7348 -0.231
N 1.419421 0.545413 -0.006607 -3.5181 -2.0309 2.5722 0.756
N 2.741003 0.957619 -0.277072 -1.7573 3.8341 -0.8863 -0.888
C 2.899195 2.297923 -0.022607 0.4621 0.4333 -0.6525 0.449
C 2.653498 3.047676 1.420445 -1.8599 -0.2487 -0.1675 -0.795
C 3.329988 3.260375 -1.311352 0.1494 -0.6336 0.2601 -0.882
C 1.266710 -0.811886 0.711693 -3.7024 0.8432 -0.0001 -0.438
C -0.222483 -1.414096 1.143139 0.6163 3.5278 -1.7607 0.199
C -0.356907 -2.861269 1.904588 1.3363 -0.2560 -1.1263 -0.245
C 0.183585 -4.019590 0.832525 0.7401 0.1486 -0.4341 0.200
C 1.719972 -4.519075 1.134595 -0.2393 0.2549 -0.8097 -0.656
O -0.756250 -5.152940 0.832849 1.4667 0.5632 -1.3336 -0.570
C -1.542989 -0.509731 0.779401 3.9686 1.1597 -0.9977 0.057
P -3.366436 -0.973399 1.224849 -0.3486 0.2290 0.0061 0.056
C -3.509307 -1.293874 3.141215 0.8989 0.5919 0.8355 -0.970
C -3.899095 -2.595834 0.287140 -0.7629 -0.1842 0.3684 -0.349
C -5.328533 -2.192623 -0.463957 -0.5150 0.4543 0.5169 -0.937
H -2.983568 4.951391 2.402015 -0.4778 -2.0786 -2.5622 0.324
H -3.627216 1.320687 -0.584957 2.4824 0.9761 0.5226 0.295
H -2.415119 2.392877 -1.552857 -0.0262 -1.1458 2.3674 0.388
H 0.286153 2.425720 -0.986519 0.5616 -2.5935 1.3685 0.203
H 1.757132 2.478009 1.948646 1.9050 1.2214 -0.9545 0.260
H 3.565798 2.998844 2.151675 -1.4283 -0.1619 -1.8434 0.318
H 2.332550 4.188705 1.311450 0.8033 -2.5821 -0.0217 0.290
H 2.346363 3.889802 -1.559394 1.9959 -1.3181 0.8637 0.231
H 3.544956 2.626846 -2.295487 -0.3018 1.2232 2.4396 0.302
H 4.198990 4.005804 -1.064832 -1.7408 -1.4590 -0.4735 0.333
H 2.252669 -1.405180 0.974018 -2.1329 1.7084 -0.7856 0.196
H -1.447099 -3.168083 2.201061 2.1445 1.0273 -0.5455 0.048
H 0.411966 -2.869226 2.797446 -1.8819 0.1026 -1.5547 0.354
H 0.199566 -3.507957 -0.230155 -0.0903 -1.0573 1.9391 0.216
H 1.878625 -4.987095 2.200913 -0.4730 1.0140 -2.1167 0.260
H 2.029361 -5.297655 0.290493 -0.6506 1.6134 1.9306 0.247
H 2.420079 -3.580264 0.978034 -1.2399 -1.8947 0.5042 0.009
H -0.523150 -5.745268 0.042684 -0.3728 1.3199 1.7314 0.374
H -2.609766 -1.916708 3.560619 -2.0051 0.9436 -0.6288 0.289
H -4.566498 -1.740079 3.412123 2.2629 0.7543 -0.7661 0.340
H -3.436002 -0.221290 3.654356 -0.2273 -2.2919 -1.2044 0.326
H -3.074736 -2.977030 -0.451119 -1.6779 0.5340 1.5686 0.293
H -4.172332 -3.360992 1.145140 0.8978 1.2572 -1.9556 0.320
H -6.151141 -3.028308 -0.268183 1.9528 1.6786 -0.7438 0.291
H -5.198731 -1.944998 -1.605538 -0.2181 -0.7481 2.2859 0.259
H -5.776438 -1.203810 0.032536 1.0522 -2.1369 -1.0235 0.291
C 4.512432 -4.907474 -0.731514 0.8948 -0.6084 0.1759 0.040
O 3.864699 -5.903831 -1.026011 0.5917 0.6045 0.2849 -0.640
N 5.813497 -4.905896 -0.275010 -1.5420 0.3434 -0.4957 0.108
C 6.510976 -3.680199 0.052511 0.0568 -0.2324 -0.0082 -0.914
C 6.505445 -6.168079 -0.117358 -0.1934 -0.2971 -0.1061 -0.948
H 4.082445 -3.895771 -0.814073 0.1320 0.0717 0.0279 0.405
H 7.400086 -3.599881 -0.579579 -0.0112 0.1943 0.1493 0.351
H 6.809303 -3.713588 1.104256 0.0892 0.1941 -0.0832 0.349
H 5.873299 -2.807324 -0.112313 0.0388 -0.1817 -0.0177 0.275
H 6.539683 -6.678714 -1.084510 0.0763 -0.0889 0.2031 0.304
H 5.951922 -6.791813 0.590943 0.1840 -0.0739 -0.1147 0.301
H 7.522525 -6.007620 0.250254 -0.2347 0.0743 -0.0780 0.384
C -4.485994 5.867499 -1.674748 -0.1523 0.4257 -0.4795 0.156
O -5.672606 5.996290 -1.947472 1.1012 0.0762 0.0143 -0.599
N -3.448380 6.542993 -2.281570 -0.7187 -0.7688 0.6911 0.118
C -2.067754 6.332874 -1.899730 -0.2393 0.1336 -0.1395 -0.798
C -3.746524 7.492181 -3.333665 -0.3338 0.0127 -0.0286 -0.953
H -4.147683 5.171415 -0.889726 0.1039 0.0815 -0.0585 0.202
H -1.647862 7.282509 -1.555653 0.2049 -0.1462 0.0089 0.364
H -1.510054 5.978517 -2.771330 0.1942 0.0343 0.1030 0.323
H -1.988354 5.593716 -1.097826 -0.1402 0.1004 -0.0658 0.159
H -4.403724 8.270950 -2.935028 0.0575 -0.0158 -0.2315 0.291
H -4.266521 6.973489 -4.144642 0.0232 0.2323 -0.0010 0.302
H -2.828230 7.945853 -3.716099 -0.1266 -0.1404 0.1416 0.387

Energy values (in eV) by entry order: -10963.0523 -45866.5499.